No. 1
Computed, not measured: the ion C54H53N4O with charge +1, with ωB97M-V with the def2-TZVPD basis set.

Its multiplicity is 1. The total charge is +1. The HOMO energy is -10.131 eV. The calculation puts the HOMO-LUMO gap at 6.461 eV.

Geometry (Å):
C -4.4818 3.0260 4.3487
C -3.5621 3.4962 3.4116
C -2.5741 2.6443 2.9114
C -2.4472 1.3227 3.3688
C -1.3127 0.4038 2.8473
C -1.9046 -0.7177 1.9742
C -3.2568 -0.7967 1.6178
C -3.7318 -1.9127 0.9159
C -2.8592 -2.9269 0.5196
C -1.4860 -2.7908 0.7559
C -1.0290 -1.6859 1.4786
C -0.3193 1.2707 2.0923
C -0.1219 1.1626 0.7120
C 0.9317 1.8636 0.1151
C 1.7538 2.6838 0.8889
C 1.4803 2.8835 2.2485
C 0.3980 2.2299 2.8367
C -0.5221 -0.2316 4.0422
C -1.3363 -1.2468 4.8534
C -0.3337 -2.1664 5.5279
C 0.9286 -2.1236 4.6677
N 0.7520 -0.9622 3.7578
C 1.7101 -0.6332 2.8974
C 2.9431 -1.4316 2.6184
C 4.2498 -0.6138 2.6368
C 5.4641 -1.2898 2.4731
C 6.6344 -0.5759 2.2187
C 6.5883 0.8246 2.1690
C 5.3935 1.4947 2.4361
C 4.2361 0.7667 2.7484
C -3.4525 0.8333 4.2179
C -4.4321 1.6859 4.7430
H -5.2388 3.6979 4.7544
H -3.5929 4.5272 3.0579
H -1.8988 3.0400 2.1483
H -3.9526 0.0043 1.8778
H -4.7964 -1.9722 0.6864
H -3.2351 -3.8170 0.0147
H -0.7729 -3.5312 0.3846
H 0.0375 -1.5404 1.6503
H -0.7790 0.5320 0.1071
H 1.0709 1.7855 -0.9656
H 2.5887 3.2123 0.4239
H 2.0858 3.5697 2.8492
H 0.1135 2.4541 3.8718
H -0.2427 0.5880 4.7314
H -1.9587 -0.7204 5.5792
H -1.9953 -1.8160 4.1839
H -0.0921 -1.8082 6.5343
H -0.7182 -3.1868 5.6213
H 1.8327 -2.0102 5.2856
H 1.0340 -3.0565 4.0897
H 1.5609 0.2061 2.2069
H 3.0586 -2.1186 3.4664
H 5.4882 -2.3806 2.5325
H 7.5724 -1.1092 2.0510
H 7.4887 1.3847 1.9122
H 5.3453 2.5858 2.4133
H 3.3196 1.2718 3.0625
H -3.5147 -0.2320 4.4501
H -5.1575 1.2926 5.4576
C 7.4829 -1.5423 -3.8990
N 6.3857 -0.9992 -3.1326
C 5.8271 0.1985 -3.4768
O 6.2423 0.9549 -4.3511
C 4.6262 0.4164 -2.5535
C 3.3207 0.3976 -3.3571
C 3.2192 1.5634 -4.3184
C 3.0108 1.3372 -5.6838
C 3.0788 2.4036 -6.5845
C 3.3251 3.7011 -6.1180
C 3.4452 3.9352 -4.7436
C 3.3724 2.8691 -3.8409
N 4.7595 -0.6816 -1.5996
C 3.9086 -0.8008 -0.5286
C 3.7294 -1.9454 0.1853
C 2.7461 -2.1966 1.3238
C 2.6817 -3.7003 1.6734
C 1.4691 -4.2648 2.0688
C 1.4385 -5.5209 2.6785
C 2.6365 -6.2128 2.8934
C 2.6391 -7.4615 3.6104
N 2.6604 -8.4793 4.1885
C 3.8367 -5.6963 2.4018
C 3.8577 -4.4451 1.7808
C 5.6879 -1.7202 -2.0688
C 4.9310 -2.9205 -2.6625
C 6.6860 -2.1581 -0.9955
H 7.9060 -0.7396 -4.5101
H 8.2503 -1.9284 -3.2210
H 7.1510 -2.3561 -4.5599
H 4.7501 1.3861 -2.0396
H 3.2860 -0.5532 -3.9155
H 2.4747 0.3991 -2.6507
H 2.8400 0.3139 -6.0301
H 2.9549 2.2138 -7.6518
H 3.4117 4.5284 -6.8242
H 3.6122 4.9441 -4.3658
H 3.4706 3.0337 -2.7644
H 3.3616 0.1186 -0.2852
H 4.2462 -2.8250 -0.1798
H 1.7443 -1.9507 0.9162
H 0.5399 -3.6992 1.9374
H 0.4898 -5.9643 2.9881
H 4.7599 -6.2719 2.5145
H 4.8039 -4.0366 1.4212
H 4.4392 -2.6261 -3.6006
H 5.6435 -3.7307 -2.8628
H 4.1672 -3.2783 -1.9696
H 7.3346 -1.3069 -0.7434
H 6.1717 -2.4799 -0.0878
H 7.2881 -2.9902 -1.3858

Atom charges from the Mulliken analysis, given in e for atoms 1 to 5: C -0.508; C -0.955; C -0.518; C -0.843; C 3.853



No. 2
Computed, not measured: a structure of composition C54H54BCaIN3O3PSSi, with ωB97M-V with the def2-TZVPD basis set.

Its multiplicity is 1. The total charge is 0. The HOMO energy is -6.863 eV. For the relative energy (zero: lowest compared OMol25 entry of this formula, charge and spin), the calculation gives 21.3 kcal per mole. The calculation puts the HOMO-LUMO gap at 6.908 eV.

Geometry (Å):
Ca -1.3456 -0.5104 0.1507
I 1.2159 -2.5948 -1.7200
C 2.0406 -3.7598 -0.1984
C 1.6509 -5.0712 -0.1608
C 2.3038 -5.9902 0.6874
C 3.3963 -5.5815 1.3970
C 3.8183 -4.2279 1.3564
C 5.0208 -3.8440 2.0011
C 5.4755 -2.5617 1.9116
C 4.6586 -1.5843 1.3021
C 3.4372 -1.8832 0.7465
P 2.2305 -0.5052 0.4408
C 1.9516 0.2402 2.1051
C 2.7908 0.2329 3.2195
C 2.4455 0.9191 4.3732
C 1.2590 1.6385 4.4391
C 0.4076 1.6502 3.3471
C 0.7514 0.9449 2.2014
C 3.3363 0.7418 -0.3241
C 4.2574 0.3583 -1.2989
C 5.0349 1.3060 -1.9467
C 4.9019 2.6511 -1.6336
C 3.9777 3.0432 -0.6771
C 3.1952 2.0966 -0.0310
C 3.0710 -3.2623 0.6345
H 0.8590 -5.4184 -0.8131
H 1.9694 -7.0191 0.7186
H 3.9708 -6.2834 1.9891
H 5.5840 -4.6007 2.5341
H 6.4219 -2.2740 2.3509
H 4.9920 -0.5544 1.2977
H 3.7162 -0.3233 3.2075
H 3.1114 0.8948 5.2265
H 0.9994 2.1781 5.3409
H -0.5296 2.1901 3.3852
H 0.0718 0.9568 1.3527
H 4.3744 -0.6889 -1.5495
H 5.7461 0.9903 -2.6994
H 5.5050 3.3920 -2.1423
H 3.8538 4.0922 -0.4398
H 2.4759 2.4222 0.7100
C -0.2626 -3.1687 1.9147
Si -1.6878 -2.5695 2.9725
C -2.8475 -4.0513 3.1483
C -0.9959 -2.1282 4.6586
N -2.4183 -1.2905 2.0898
C -3.5987 -0.7074 2.4682
C -4.2667 -0.9193 3.6964
C -5.4825 -0.3294 3.9970
C -6.1183 0.5065 3.0889
C -5.5013 0.7463 1.8695
C -4.2790 0.1680 1.5957
O -3.6800 0.3625 0.3326
C -3.6237 1.6612 -0.1942
C -3.6850 1.7650 -1.5728
C -3.5205 3.0131 -2.1557
C -3.3141 4.1337 -1.3653
C -3.2653 4.0042 0.0145
C -3.4165 2.7634 0.6161
H 0.1379 -4.1028 2.3194
H 0.5747 -2.4651 1.8783
H -0.5647 -3.3898 0.8837
H -2.4122 -4.8194 3.7925
H -3.0007 -4.5063 2.1627
H -3.8278 -3.7939 3.5536
H -0.7017 -3.0303 5.2024
H -1.6999 -1.5772 5.2849
H -0.1090 -1.5081 4.5428
H -3.8040 -1.5607 4.4356
H -5.9407 -0.5283 4.9581
H -7.0702 0.9641 3.3190
H -5.9571 1.3933 1.1298
H -3.8278 0.8719 -2.1674
H -3.5478 3.1048 -3.2337
H -3.1771 5.1037 -1.8246
H -3.0905 4.8731 0.6356
H -3.3642 2.6513 1.6907
N -4.3635 -2.5154 -0.3276
C -3.3697 -3.0241 -1.0668
S -2.5188 -2.0184 -2.1394
N -3.1378 -4.3381 -0.8700
C -2.1187 -5.2004 -1.3459
C -1.8527 -6.3188 -0.5569
C -0.9009 -7.2425 -0.9505
C -0.1998 -7.0571 -2.1349
C -0.4714 -5.9451 -2.9161
C -1.4301 -5.0144 -2.5370
H -4.5299 -1.5231 -0.4012
H -4.6951 -2.9744 0.5071
H -3.7070 -4.7640 -0.1528
H -2.3919 -6.4617 0.3734
H -0.7067 -8.1061 -0.3278
H 0.5487 -7.7737 -2.4455
H 0.0664 -5.7899 -3.8424
H -1.6404 -4.1597 -3.1588
C -0.0973 7.2850 -3.9218
C 1.2812 6.6427 -3.7123
C 1.9831 7.3332 -2.5348
C 2.1214 6.8832 -4.9671
C 1.0952 5.1533 -3.4135
C 1.4679 4.1605 -4.3176
C 1.2724 2.8000 -4.0594
C 0.6885 2.4642 -2.8628
O 0.3950 1.2328 -2.3486
B -0.2293 1.4303 -1.0765
O -0.2539 2.8430 -0.8648
C 0.2998 3.4391 -1.9580
C 0.4900 4.7779 -2.2045
H 0.0018 8.3582 -4.1047
H -0.7311 7.1474 -3.0440
H -0.6058 6.8355 -4.7769
H 2.1786 8.3808 -2.7753
H 2.9361 6.8490 -2.3134
H 1.3770 7.3108 -1.6288
H 2.2804 7.9552 -5.0990
H 1.6252 6.5113 -5.8652
H 3.0996 6.4043 -4.8935
H 1.9327 4.4365 -5.2532
H 1.5811 2.0420 -4.7672
H 0.1718 5.5105 -1.4740

Atom charges from the Mulliken analysis, given in e for atoms 1 to 5: Ca 0.794; I 0.039; C -0.783; C 0.749; C -0.903



No. 3
Computed, not measured: a structure of composition C54H54BMgN7O4P2S3, with ωB97M-V with the def2-TZVPD basis set.

Its multiplicity is 1. The total charge is -2. The HOMO energy is -1.436 eV. The calculation puts the HOMO-LUMO gap at 5.018 eV.

Geometry (Å):
Mg 0.4796 -0.1562 -0.5568
S 0.4220 0.4442 2.1781
P 1.0294 2.2436 1.5184
C 1.0384 2.6139 -0.1291
P -0.3494 3.3538 -0.7080
S -2.1801 2.6051 -0.4234
C -0.4152 5.1662 -0.2584
C -1.5510 5.7924 0.2364
C -1.5382 7.1538 0.5333
C -0.3872 7.9016 0.3383
C 0.7630 7.2780 -0.1384
C 0.7460 5.9228 -0.4284
C -0.0417 3.6050 -2.5216
C -0.8670 4.4351 -3.2785
C -0.6495 4.6105 -4.6391
C 0.3995 3.9442 -5.2658
C 1.2229 3.1100 -4.5199
C 1.0043 2.9440 -3.1554
C 0.1883 3.5076 2.5695
C 0.7539 4.7720 2.7364
C 0.0576 5.7827 3.3825
C -1.2234 5.5428 3.8649
C -1.7984 4.2911 3.6960
C -1.0977 3.2789 3.0499
C 2.7613 2.4864 2.1373
C 3.7375 3.0146 1.3031
C 5.0434 3.1822 1.7576
C 5.3864 2.8119 3.0492
C 4.4137 2.2811 3.8917
C 3.1137 2.1212 3.4366
H -2.4443 5.1943 0.3795
H -2.4316 7.6295 0.9235
H -0.3831 8.9655 0.5491
H 1.6750 7.8505 -0.2694
H 1.6398 5.4219 -0.7874
H -1.6875 4.9502 -2.7894
H -1.3032 5.2595 -5.2126
H 0.5771 4.0801 -6.3272
H 2.0361 2.5760 -4.9998
H 1.6356 2.2938 -2.5579
H 1.7482 4.9619 2.3469
H 0.5033 6.7652 3.4895
H -1.7744 6.3350 4.3599
H -2.8042 4.1051 4.0559
H -1.5364 2.2992 2.9056
H 3.4360 3.2897 0.2967
H 5.7976 3.5919 1.0941
H 6.4058 2.9307 3.3995
H 4.6747 1.9866 4.9024
H 2.3537 1.6941 4.0814
C -6.6445 -6.8321 -1.7288
C -5.7141 -5.6504 -1.6146
C -4.4380 -5.6999 -2.1805
C -3.5809 -4.6180 -2.0979
C -3.9816 -3.4668 -1.4225
C -5.2452 -3.3968 -0.8683
C -6.1033 -4.4901 -0.9618
S -2.9875 -1.9661 -1.5476
O -3.9052 -0.9021 -1.2117
O -2.5595 -2.0341 -2.9404
N -1.7543 -1.9214 -0.5820
C -1.0695 -2.9264 0.0429
C -1.5860 -4.1357 0.5673
C -0.7320 -5.0458 1.1468
C 0.6314 -4.7605 1.2457
C 1.0443 -3.5262 0.7807
N 0.2343 -2.6448 0.2026
H -6.6412 -7.2340 -2.7439
H -7.6684 -6.5534 -1.4776
H -6.3405 -7.6381 -1.0565
H -4.1264 -6.5905 -2.7172
H -2.6081 -4.6378 -2.5725
H -5.5505 -2.4778 -0.3850
H -7.0989 -4.4289 -0.5350
H -2.6470 -4.3305 0.5437
H -1.1295 -5.9744 1.5433
H 1.3339 -5.4491 1.6947
H 2.0746 -3.2001 0.8766
C 4.5115 -2.5635 -2.3947
C 4.6793 -1.2424 -1.6444
C 5.8319 -0.4567 -2.2464
O 3.4653 -0.5071 -1.8200
B 2.6149 -0.6530 -0.6840
O 3.3867 -1.3004 0.3013
C 4.7536 -1.4246 -0.1024
C 5.2892 -2.7718 0.3550
C 5.5313 -0.3106 0.5856
H 4.2642 -2.3406 -3.4349
H 3.6866 -3.1402 -1.9714
H 5.4231 -3.1665 -2.3715
H 5.7054 -0.4053 -3.3300
H 6.7901 -0.9392 -2.0305
H 5.8512 0.5607 -1.8586
H 4.6686 -3.5962 0.0038
H 5.3016 -2.7973 1.4464
H 6.3113 -2.9203 -0.0066
H 5.1232 0.6578 0.3065
H 6.5972 -0.3405 0.3416
H 5.4112 -0.4126 1.6654
C -2.4588 0.7621 -3.3401
C -1.1182 0.1990 -3.6497
N -0.1711 -0.1039 -2.7979
C 0.8621 -0.6676 -3.5332
C 0.5430 -0.6692 -4.8480
N -0.7231 -0.1114 -4.9158
C -1.4344 0.1755 -6.1220
N -1.6481 -1.0153 -6.9144
N -1.0765 -1.1334 -8.1280
N -1.4100 -2.2538 -8.6524
C -2.2241 -2.9205 -7.7572
C -2.8510 -4.1682 -7.8409
C -3.6087 -4.5613 -6.7637
C -3.7485 -3.7447 -5.6162
C -3.1415 -2.5163 -5.5184
C -2.3750 -2.1278 -6.6248
H -2.7375 0.4848 -2.3282
H -3.2139 0.3598 -4.0200
H -2.4555 1.8482 -3.3963
H 1.7723 -0.9908 -3.0574
H 1.0634 -1.0096 -5.7270
H -0.8796 0.8662 -6.7542
H -2.3877 0.6249 -5.8603
H -2.7328 -4.7923 -8.7175
H -4.0973 -5.5271 -6.7793
H -4.3369 -4.0966 -4.7778
H -3.1997 -1.9294 -4.6094

Atom charges from the Mulliken analysis, given in e for atoms 1 to 5: Mg 3.117; S -0.685; P 1.815; C -0.892; P 1.322



No. 4
Computed, not measured: a cluster of 8 separate species, C54H59F7N3O4 in total, with ωB97M-V with the def2-TZVPD basis set.

Its multiplicity is 1. The total charge is +1. The HOMO energy is -10.378 eV. For the relative energy (zero: lowest compared OMol25 entry of this formula, charge and spin), the calculation gives 186.6 kcal per mole. The calculation puts the HOMO-LUMO gap at 6.598 eV.

Geometry (Å):
C 5.5611 0.8194 0.3106
C 5.3985 0.9247 -1.1044
C 5.0137 1.5606 -2.5893
N 4.0354 2.7036 -2.5508
C 4.4790 3.8842 -1.7426
O 4.9469 5.0530 -2.5338
C 6.0240 4.6860 -3.4629
O 6.9405 5.8564 -3.6717
C 8.0557 5.6401 -2.7251
C 8.7151 7.1058 -2.2602
O 9.8024 7.4329 -3.1971
C 2.6098 2.2780 -2.3060
N 2.2003 0.9731 -1.5899
N 1.5194 3.0225 -2.7763
C 1.6356 4.3256 -3.5351
C 0.7838 5.4491 -2.6926
C 1.6392 6.7691 -2.2341
C 0.8537 7.3905 -0.8970
O 1.7962 8.1154 0.0081
H 5.5934 0.8134 1.5042
H 4.4582 0.6704 -3.1604
H 5.9833 1.7675 -3.2559
H 3.5191 4.2791 -1.1520
H 5.2952 3.6907 -0.9306
H 5.5175 4.4527 -4.4998
H 6.7167 3.8117 -3.1090
H 8.9316 4.9891 -3.1611
H 7.7097 5.1404 -1.6979
H 7.8608 7.9033 -2.3186
H 9.1138 7.0503 -1.1562
H 9.9615 8.4243 -3.1661
H 1.1653 0.9203 -1.4744
H 2.5243 0.1662 -2.1804
H 0.5297 2.6686 -2.6088
H 2.7227 4.6405 -3.8269
H 1.0514 4.1820 -4.5664
H -0.2253 5.7056 -3.2769
H 0.4138 4.9269 -1.6854
H 2.7695 6.5740 -1.9975
H 1.4837 7.5994 -3.0780
H 0.3598 6.5539 -0.2314
H -0.0159 8.1337 -1.1918
H 2.3489 8.7667 -0.5222
F -0.7649 0.8856 -1.3915
C -1.1917 -0.1292 -0.6281
C -1.5104 -1.3453 -1.2223
C -1.9500 -2.4038 -0.4273
C -2.0764 -2.2306 0.9532
C -1.7589 -1.0045 1.5396
C -1.3087 0.0501 0.7457
H -1.4140 -1.4587 -2.2971
H -2.1943 -3.3610 -0.8812
H -2.4236 -3.0550 1.5724
H -1.8620 -0.8708 2.6137
H -1.0490 1.0070 1.1861
F -1.7261 -4.5022 2.7366
C -0.9806 -5.5717 2.4286
C -1.5648 -6.8336 2.4204
C -0.7902 -7.9469 2.0947
C 0.5641 -7.7869 1.7912
C 1.1425 -6.5168 1.8071
C 0.3650 -5.4026 2.1218
H -2.6162 -6.9394 2.6670
H -1.2393 -8.9368 2.0779
H 1.1689 -8.6561 1.5416
H 2.1977 -6.3953 1.5745
H 0.7963 -4.4071 2.1301
F 11.7799 2.8821 -6.9180
C 10.4919 3.2451 -6.9790
C 9.9213 3.9254 -5.9089
C 8.5815 4.3081 -5.9742
C 7.8237 3.9961 -7.1056
C 8.4041 3.3085 -8.1724
C 9.7467 2.9359 -8.1115
H 10.5232 4.1518 -5.0349
H 8.1281 4.8472 -5.1461
H 6.7776 4.2908 -7.1542
H 7.8112 3.0631 -9.0502
H 10.2162 2.4088 -8.9354
F -1.3123 -0.7627 4.5469
C -1.9097 -1.0371 5.7142
C -2.9299 -0.2103 6.1717
C -3.5556 -0.4986 7.3845
C -3.1462 -1.6054 8.1323
C -2.1178 -2.4263 7.6671
C -1.5000 -2.1442 6.4490
H -3.2288 0.6497 5.5813
H -4.3595 0.1371 7.7472
H -3.6315 -1.8272 9.0804
H -1.7981 -3.2848 8.2528
H -0.7052 -2.7768 6.0681
F -6.2989 -8.3785 4.9204
C -6.3289 -7.3487 4.0642
C -5.3999 -6.3224 4.1954
C -5.4276 -5.2525 3.3009
C -6.3920 -5.2155 2.2908
C -7.3235 -6.2479 2.1705
C -7.2884 -7.3230 3.0582
H -4.6634 -6.3641 4.9912
H -4.7007 -4.4490 3.3902
H -6.4161 -4.3786 1.5961
H -8.0757 -6.2149 1.3861
H -7.9992 -8.1384 2.9736
F -4.9753 -2.5872 4.6332
C -6.1664 -2.0375 4.9052
C -6.4502 -0.7568 4.4439
C -7.6921 -0.1861 4.7225
C -8.6332 -0.8991 5.4694
C -8.3369 -2.1821 5.9322
C -7.0993 -2.7567 5.6439
H -5.7038 -0.2148 3.8725
H -7.9267 0.8116 4.3598
H -9.6000 -0.4519 5.6902
H -9.0693 -2.7335 6.5168
H -6.8557 -3.7564 5.9882
F -3.3038 -3.9149 -2.5173
C -4.5919 -3.5520 -2.5783
C -5.1625 -2.8716 -1.5082
C -6.5022 -2.4889 -1.5735
C -7.2601 -2.8009 -2.7049
C -6.6797 -3.4886 -3.7717
C -5.3371 -3.8612 -3.7108
H -4.5606 -2.6453 -0.6342
H -6.9556 -1.9498 -0.7454
H -8.3062 -2.5062 -2.7535
H -7.2726 -3.7339 -4.6495
H -4.8676 -4.3883 -4.5347

Atom charges from the Mulliken analysis, given in e for atoms 1 to 5: C -0.315; C -0.134; C -0.598; N 0.348; C -0.567